Record 1
{
  "formula": "C19H43N3O12PS3",
  "method": "the ωB97M-V functional and the def2-TZVPD basis",
  "spin_multiplicity": 1,
  "charge": 1,
  "gap_ev": 8.7,
  "energy_ev": -91227.14920,
  "symbols": ["H", "H", "H", "H", "O", "H", "H", "H", "H", "H", "H", "C", "H", "H", "O", "H", "H", "O", "C", "C", "H", "H", "C", "C", "N", "O", "H", "H", "C", "H", "O", "O", "C", "H", "H", "H", "H", "C", "N", "C", "H", "C", "H", "C", "H", "O", "C", "H", "O", "H", "C", "C", "H", "N", "H", "H", "C", "H", "H", "O", "S", "C", "S", "H", "O", "C", "H", "P", "H", "H", "H", "O", "C", "O", "H", "H", "C", "H", "H", "H", "S"],
  "xyz": [[0.44, 0.15, -0.86], [-3.40, -1.73, 2.73], [-0.33, -0.87, -3.63], [-4.25, 2.63, -1.43], [5.49, -0.18, -1.27], [7.61, -2.70, 1.34], [1.65, -0.56, 2.98], [0.90, -1.71, 1.89], [-6.70, -2.42, -1.73], [-1.41, 2.08, 0.47], [-6.21, 1.29, -1.84], [0.84, -0.69, 2.27], [2.59, -0.87, -1.15], [-0.21, -1.90, -0.06], [4.90, 0.56, 1.01], [-0.46, -0.54, 3.97], [1.02, 0.00, 1.44], [6.83, -0.92, 0.63], [-0.53, -0.44, 2.89], [0.16, -1.99, -1.08], [-0.64, -2.46, -1.65], [-0.66, 3.13, -2.03], [-0.39, -0.21, -2.77], [0.54, -0.61, -1.64], [-1.98, 0.94, -1.62], [1.11, 2.18, 4.79], [-5.80, 1.47, -0.13], [-0.18, 0.79, -3.13], [5.53, -2.84, 0.70], [4.02, 4.12, 2.45], [-1.76, -0.26, -2.29], [-3.51, 3.15, -1.79], [-3.02, -1.38, 0.64], [-2.99, -0.07, 2.39], [2.70, -2.48, -2.77], [5.04, -3.56, 1.35], [4.54, 1.47, 2.29], [6.69, -2.14, 1.38], [-3.54, -0.21, -0.14], [4.02, 3.37, 3.22], [1.01, -2.67, -1.06], [-4.41, -0.61, -1.27], [6.45, -1.88, 2.42], [-2.63, 0.75, -0.43], [-7.67, -0.99, -2.03], [4.62, -1.78, 0.38], [-5.89, -0.59, -0.85], [1.59, -1.70, -3.86], [-1.25, 3.21, -2.79], [-4.14, -1.62, -1.58], [3.68, 1.98, 2.70], [2.03, -0.56, -2.03], [2.64, 1.04, -3.40], [-2.31, 1.62, 0.52], [2.88, 2.02, 1.96], [-4.31, 0.04, -2.13], [2.44, 0.91, -2.34], [-2.08, -1.71, 0.22], [-3.77, -2.16, 0.55], [3.21, 1.28, 3.86], [5.41, -0.42, 0.12], [2.42, -1.51, -3.17], [-3.18, 1.68, -4.35], [1.63, 1.59, -2.06], [3.19, 2.18, 6.13], [-2.75, -1.10, 2.12], [-6.01, -1.06, 0.12], [-2.52, 2.28, -2.67], [-2.91, 1.79, 1.30], [4.97, 3.38, 3.75], [3.25, -1.12, -3.74], [2.97, 3.64, 4.17], [-6.36, 0.86, -0.84], [-1.41, -1.45, 2.40], [-0.88, 0.55, 2.63], [3.31, 1.18, -1.76], [-6.66, -1.35, -1.94], [-6.17, -1.22, -2.91], [5.84, -3.33, -0.22], [-7.41, 0.95, -0.61], [2.52, 2.29, 4.89]],
  "mulliken_charge": [-0.3037, 0.4123, 0.3139, 0.3784, -0.5312, 0.3224, 0.4686, 0.3865, 0.3589, 0.2279, 0.3591, -0.6839, -0.0045, 0.0053, -0.5112, 0.3841, -0.2270, -0.3122, -0.1668, -1.6032, 0.3913, 0.3826, -1.0920, 1.7225, 0.5756, -0.5383, 0.2672, 0.4834, -0.2950, 0.3198, -0.2116, -0.5586, -0.1371, 0.3532, 0.3924, 0.3538, 0.3676, -0.4528, 0.7149, -0.3416, 0.5395, -1.3452, 0.2931, -0.9562, 0.4177, -0.3023, 0.9232, 0.2886, -0.4857, 0.2590, 0.0951, 1.0627, 0.4292, 0.0541, -0.0578, 0.4726, -1.4375, -0.2646, 0.6826, -0.2740, 0.9654, -1.7189, -0.3151, 0.2327, -0.5450, -1.0563, 0.3218, 0.6877, 0.3460, 0.3419, 0.4415, -0.3339, -1.5195, -0.4066, 0.1464, 0.3159, -1.4895, 0.3666, 0.3046, 0.4730, 1.0763]
}



Record 2
{
  "formula": "C5H7N2O3",
  "method": "the ωB97M-V functional and the def2-TZVPD basis",
  "spin_multiplicity": 3,
  "charge": -1,
  "gap_ev": [5.1, 5.8],
  "energy_ev": -14417.67849,
  "s_squared": 2.009,
  "e_above_lowest_kcal_mol": 0.0,
  "symbols": ["O", "H", "N", "C", "H", "O", "O", "C", "H", "H", "C", "C", "H", "C", "H", "N", "H"],
  "xyz": [[2.01, 2.71, -1.51], [-0.60, -2.45, 0.19], [-0.70, -0.43, 0.64], [-0.31, -2.12, 2.26], [-0.21, -3.27, 2.18], [-1.07, 3.08, -2.12], [1.00, 0.22, -0.79], [-0.08, -1.71, 0.79], [0.53, -1.67, 2.88], [0.97, -1.67, 0.52], [-0.10, 0.32, -0.20], [1.19, 1.96, -2.02], [-1.61, 1.86, -0.16], [-0.41, 2.14, -1.68], [1.46, 1.25, -2.80], [-0.82, 1.47, -0.58], [-1.26, -1.70, 2.40]],
  "lowdin_spin": [0.8144, -0.0001, -0.0003, 0.0003, 0.0000, 0.1285, 0.0817, 0.0014, 0.0000, 0.0007, 0.0075, 0.6799, 0.0052, 0.1481, 0.1050, 0.0274, 0.0002]
}



Record 3
{
  "formula": "C2H8N2S2",
  "method": "the ωB97M-V functional and the def2-TZVPD basis",
  "spin_multiplicity": 1,
  "gap_ev": 8.7,
  "energy_ev": -26853.25077,
  "e_above_lowest_kcal_mol": 27.5,
  "symbols": ["S", "N", "H", "H", "S", "H", "C", "H", "H", "N", "H", "H", "C", "H"],
  "xyz": [[1.57, -1.23, 1.17], [-2.08, -1.17, 0.58], [1.64, 1.36, 0.56], [-2.58, 0.81, 0.33], [2.78, -0.43, -0.35], [-2.48, -1.11, 1.53], [2.22, 1.19, -0.34], [-1.19, -1.74, 0.61], [0.52, -0.37, 0.63], [-1.53, 0.14, -1.33], [1.59, 1.46, -1.19], [-1.40, -0.77, -1.73], [-2.13, -0.03, -0.16], [3.09, 1.89, -0.30]],
  "mulliken_charge": [-0.2039, -0.4818, 0.3022, 0.3226, -0.0323, 0.2710, -0.8120, 0.2155, 0.0784, -0.5767, 0.3329, 0.2530, 0.0302, 0.3008]
}



Record 4
{
  "formula": "C2H4NP",
  "method": "the ωB97M-V functional and the def2-TZVPD basis",
  "spin_multiplicity": 3,
  "gap_ev": [6.2, 7.0],
  "energy_ev": -12911.71761,
  "s_squared": 2.008,
  "e_above_lowest_kcal_mol": 70.1,
  "symbols": ["H", "N", "H", "P", "H", "H", "C", "C"],
  "xyz": [[1.42, -0.68, 1.21], [-0.49, -1.24, 0.53], [-2.13, 0.47, 0.39], [-1.34, -0.19, -0.62], [0.58, 1.49, -0.06], [0.98, 0.23, -1.47], [0.62, -0.60, 0.51], [0.36, 0.52, -0.49]],
  "lowdin_spin": [0.0680, 0.9214, 0.0249, 0.1414, 0.0226, 0.0299, 0.6229, 0.1689]
}



Record 5
{
  "formula": "C2H3NO2",
  "method": "the ωB97M-V functional and the def2-TZVPD basis",
  "spin_multiplicity": 1,
  "gap_ev": 9.4,
  "energy_ev": -7703.76955,
  "e_above_lowest_kcal_mol": 93.9,
  "symbols": ["O", "H", "H", "C", "N", "O", "C", "H"],
  "xyz": [[2.18, -0.96, -0.38], [1.85, -1.43, 0.41], [-0.69, 1.41, 1.15], [0.30, 0.32, -0.14], [1.35, 0.07, -0.74], [-2.09, 0.23, 0.07], [-0.86, 0.78, 0.26], [-2.05, -0.43, -0.63]],
  "mulliken_charge": [-0.3364, 0.3305, 0.2564, 0.2737, -0.2004, -0.4684, -0.1698, 0.3145]
}



Record 6
{
  "formula": "C8H18N2",
  "method": "the ωB97M-V functional and the def2-TZVPD basis",
  "spin_multiplicity": 1,
  "gap_ev": 8.8,
  "energy_ev": -11566.01697,
  "e_above_lowest_kcal_mol": 55.0,
  "symbols": ["H", "C", "H", "H", "C", "H", "H", "H", "N", "H", "H", "H", "H", "H", "H", "C", "H", "C", "N", "C", "C", "H", "H", "H", "H", "C", "H", "C"],
  "xyz": [[-0.87, -2.50, 0.26], [2.02, 0.61, -0.32], [2.71, -1.10, 0.83], [0.78, -0.51, 2.11], [2.88, -0.62, -0.14], [2.34, 1.17, -1.21], [2.73, -1.35, -0.95], [-2.61, 1.31, 1.04], [-3.01, 0.50, 0.60], [3.95, -0.36, -0.15], [2.09, 1.28, 0.54], [-0.96, -0.67, 2.26], [-3.98, 0.60, 0.32], [-0.31, 2.38, 0.38], [0.10, -2.06, -1.16], [-0.17, -0.14, 1.72], [0.11, 0.19, -1.75], [-0.30, -0.43, 0.24], [-2.78, -0.86, -1.21], [0.14, 0.56, -0.73], [-0.03, -1.89, -0.08], [-2.10, -1.33, -1.80], [-0.25, 0.92, 1.96], [0.44, 2.64, -1.19], [-1.25, 2.16, -1.11], [-0.27, 2.01, -0.64], [0.84, -2.27, 0.44], [-2.22, -0.23, -0.24]],
  "mulliken_charge": [0.4722, -0.5731, 0.2292, 0.3783, -1.1831, 0.4017, 0.2837, 0.2240, -0.4362, 0.4018, 0.3095, 0.4391, 0.2782, 0.2300, 0.3363, -1.7648, 0.4180, 1.5458, -0.8971, 0.2501, -1.9359, 0.2677, 0.3256, 0.4626, 0.3665, -1.5575, 0.3973, 0.3302]
}



Record 7
{
  "formula": "C5H8ErLiO3",
  "method": "the ωB97M-V functional and the def2-TZVPD basis",
  "spin_multiplicity": 5,
  "charge": 3,
  "gap_ev": [7.0, 6.9],
  "energy_ev": -39248.50307,
  "s_squared": 6.002,
  "e_above_lowest_kcal_mol": 42.8,
  "symbols": ["C", "O", "C", "C", "C", "Li", "O", "H", "H", "H", "H", "H", "O", "H", "Er", "H", "C", "H"],
  "xyz": [[-1.15, 1.83, -3.50], [-0.22, -0.45, 0.91], [-0.24, 2.44, -2.91], [0.52, -1.62, 2.86], [-0.15, 0.08, -0.29], [2.53, -0.43, -1.54], [0.87, 0.24, -0.96], [1.17, -1.99, 0.82], [1.76, -0.44, 1.51], [-1.38, 0.65, -1.80], [-0.07, 3.20, -2.15], [-0.30, -2.35, 2.79], [-1.37, 0.22, -0.75], [-1.37, 2.61, -4.36], [-3.09, 0.05, 1.08], [0.19, -0.78, 3.48], [0.92, -1.15, 1.48], [1.38, -2.12, 3.31]],
  "lowdin_spin": [0.0002, 0.0402, 0.0003, 0.0029, 0.0118, 0.0024, 0.0015, 0.0000, 0.0001, 0.0026, 0.0001, 0.0008, 0.0671, 0.0000, 3.8684, 0.0003, 0.0008, 0.0002]
}



Record 8
{
  "formula": "C2H4ClN",
  "method": "the ωB97M-V functional and the def2-TZVPD basis",
  "spin_multiplicity": 1,
  "gap_ev": 11.3,
  "energy_ev": -16149.42982,
  "e_above_lowest_kcal_mol": 38.0,
  "symbols": ["H", "C", "N", "H", "C", "Cl", "H", "H"],
  "xyz": [[-1.22, 0.85, -0.34], [-1.03, -0.17, -0.78], [1.85, 0.35, 1.10], [-1.37, -0.12, -1.84], [1.64, 0.61, 0.01], [-2.00, -1.32, 0.24], [2.09, 0.24, 2.13], [0.04, -0.44, -0.51]],
  "mulliken_charge": [0.2307, -0.3412, -0.1354, 0.3119, -0.2277, -0.2234, 0.3373, 0.0479]
}